(1)
# C26H33N7O4PS4Ta

C26H33N7O4PS4Ta as an isolated structure (ωB97M-V/def2-TZVPD, OMol25).

Output
Energy relative to the best compared isomer or geometry (same formula, charge and spin) ... 0.0 kJ/mol
Max |F| ... 0.0228 hartree/bohr
E_HOMO ... -7.531 eV
E ... -3686.1633 a.u.
HOMO-LUMO gap ... 7.4 eV

Cartesian coordinates (Å):
C (-3.826, 4.161, 2.290)
H (3.844, -0.736, -2.179)
C (-4.024, -3.170, 2.940)
H (3.044, 0.086, 2.688)
S (-2.785, -2.531, -3.046)
C (2.083, 2.710, 3.002)
C (-1.036, -1.125, -4.549)
N (2.197, 1.736, -1.451)
N (2.050, 1.206, 1.202)
C (-3.295, 4.574, -0.453)
H (1.131, 2.202, -3.224)
H (3.727, -3.031, -1.469)
H (4.057, 2.908, 2.141)
C (3.254, 0.906, 1.993)
H (-0.828, -0.457, -5.384)
H (1.545, 4.582, -3.022)
H (4.090, 0.609, 1.358)
N (2.505, -0.736, -0.537)
H (4.581, -0.234, -0.650)
H (2.020, 3.747, 3.324)
H (3.424, -3.570, 0.927)
C (-3.139, -2.249, 0.843)
C (3.852, -0.915, -1.102)
S (-1.083, -0.106, -3.048)
H (3.620, 3.255, -3.274)
C (1.236, 2.584, -2.204)
C (-4.537, -4.374, 0.924)
O (-2.605, -1.308, 1.574)
H (1.666, 4.476, -1.265)
N (-2.960, -2.294, -0.437)
H (4.332, 1.807, -1.489)
H (-2.362, -2.619, -5.393)
C (-5.341, -5.157, 3.061)
O (-0.377, -0.043, 2.073)
H (1.687, -1.491, 1.292)
Ta (-1.486, 0.219, 0.768)
H (1.589, 2.086, 3.750)
N (-2.150, -1.211, -0.850)
O (0.226, 0.460, -0.446)
H (1.645, 3.287, 0.953)
H (-4.798, -3.967, 4.769)
H (-4.960, -5.310, -0.663)
C (-2.950, 3.341, 0.186)
C (-4.727, -4.087, 3.697)
P (1.716, 0.674, -0.295)
H (0.339, 2.350, 1.726)
C (3.522, -2.531, 0.615)
C (-5.245, -5.297, 1.689)
H (4.069, 2.030, 3.676)
H (5.264, -2.546, -0.746)
C (-3.911, -3.290, 1.553)
H (1.486, -2.540, -0.114)
H (-0.227, -1.849, -4.453)
C (3.478, 2.451, -1.285)
H (-3.155, -1.097, -4.935)
C (-2.004, -1.260, -2.140)
H (4.046, 4.430, -2.025)
S (-2.709, 1.714, 2.361)
C (2.177, -1.857, 0.388)
O (-4.453, -4.526, -0.424)
H (0.252, 2.570, -1.742)
H (4.085, -1.996, 1.384)
C (1.420, 2.470, 1.651)
S (-2.186, 2.131, -0.796)
H (-3.538, -2.325, 3.406)
C (-2.377, -1.810, -4.663)
C (3.373, 3.610, -2.270)
C (4.192, -2.358, -0.744)
H (-5.726, -6.131, 1.190)
N (-3.568, 5.548, -1.002)
C (-3.192, 3.145, 1.502)
C (3.501, 2.201, 2.762)
N (-4.331, 4.966, 2.937)
H (-5.900, -5.887, 3.632)
H (3.578, 2.829, -0.258)
C (1.891, 3.957, -2.200)



(2)
# C26H34BF2N3O6S

A 3-piece molecular cluster, C26H34BF2N3O6S overall (ωB97M-V/def2-TZVPD, OMol25).

Output
Structure (SMILES) ... CB(O)[C@H](NCCCCOC(C)=O)[C@@H](CCO)O[C@@H](N=C=O)N=C=S.Fc1ccccc1.Fc1ccccc1
Max |F| ... 0.0389 hartree/bohr
E_HOMO ... -8.646 eV
E ... -2249.6009 a.u.
HOMO-LUMO gap ... 8.8 eV

Cartesian coordinates (Å):
O (-0.802, -4.102, -2.482)
H (-1.783, 1.769, 7.115)
H (4.297, -3.306, -4.747)
H (-0.043, -0.164, -2.408)
H (1.031, 0.389, -5.048)
C (0.452, 0.622, -4.165)
H (-2.456, -2.352, -0.832)
F (-2.630, 2.826, 4.909)
N (4.694, -1.372, -4.037)
C (2.355, -2.068, -2.447)
C (4.129, -2.753, -3.831)
O (2.776, -2.733, -3.641)
C (0.286, 1.750, 3.112)
H (1.614, -3.617, -1.186)
O (4.349, -0.699, -6.301)
H (4.033, 1.101, -1.581)
H (3.379, 1.243, 0.025)
H (1.538, 1.291, 1.423)
H (-5.613, 1.868, 9.038)
C (1.180, -2.898, -1.873)
C (5.607, -2.882, -2.072)
C (-3.352, -2.037, -1.347)
H (1.117, 1.154, 6.339)
C (-2.837, 2.010, 7.108)
H (-0.716, 2.094, 4.972)
C (-3.406, 2.576, 5.985)
H (2.602, -0.095, -3.366)
C (0.172, 1.712, 4.494)
C (1.932, -0.608, -2.685)
N (4.843, -3.485, -2.774)
H (-3.206, 1.322, 9.102)
H (3.154, 0.259, 5.227)
H (0.802, 1.567, -3.736)
C (0.459, -3.625, -2.984)
H (-3.306, -2.398, -2.362)
C (-4.991, 2.068, 8.177)
H (-3.087, 1.918, -1.973)
C (2.343, 0.683, 4.648)
H (-1.010, 1.394, -5.508)
H (-1.222, -4.513, -3.235)
C (-2.855, 1.246, -2.786)
C (1.429, 1.263, 2.492)
H (-3.717, 1.189, -3.447)
C (-4.747, 2.895, 5.932)
C (-1.694, 1.864, -3.561)
C (2.436, 0.736, 3.273)
H (0.464, -2.274, -1.357)
C (-3.327, -0.537, -1.392)
H (-1.555, -0.028, -4.680)
H (-0.517, 2.158, 2.513)
H (3.116, -2.058, -1.669)
O (-2.491, -0.049, -2.331)
H (1.616, -0.812, 0.282)
H (0.249, -2.911, -3.771)
N (0.541, -0.456, -3.184)
H (2.735, 2.297, -1.201)
H (-4.226, -2.384, -0.825)
C (-5.544, 2.633, 7.036)
O (1.157, -0.142, -0.242)
B (2.038, 0.171, -1.294)
C (1.202, 1.181, 5.261)
C (-0.995, 0.889, -4.548)
H (-0.951, 2.123, -2.811)
C (4.521, -1.028, -5.188)
H (-2.085, 2.719, -4.091)
H (-5.158, 3.342, 5.036)
C (-3.638, 1.759, 8.212)
F (3.548, 0.254, 2.668)
O (-3.964, 0.138, -0.643)
H (-6.599, 2.871, 7.006)
C (3.120, 1.296, -1.029)
H (1.014, -4.479, -3.345)
S (6.636, -2.090, -1.237)



(3)
# C26H34BF3IO24

A 8-piece molecular cluster, C26H34BF3IO24 overall (ωB97M-V/def2-TZVPD, OMol25).

Output
Max |F| ... 0.0206 hartree/bohr
Net charge ... -1
E_HOMO ... -5.093 eV
E ... -3439.2823 a.u.
HOMO-LUMO gap ... 6.6 eV

Cartesian coordinates (Å):
C (6.341, -0.366, -1.751)
C (2.806, -2.067, 1.885)
H (5.514, -2.328, -1.277)
O (0.049, -5.045, -0.784)
H (-0.648, 5.101, 0.273)
O (1.138, 6.571, 1.473)
O (3.117, -8.272, 3.731)
C (2.039, -8.271, 2.919)
O (1.458, -2.131, 1.868)
C (0.580, 4.069, -2.233)
C (-4.318, 8.813, -1.229)
H (3.343, 7.541, 2.906)
H (-5.392, 7.892, 0.446)
H (-1.101, 3.320, -1.110)
H (1.048, 5.531, 3.243)
O (-2.077, -5.144, -1.511)
H (3.416, 5.925, 3.646)
F (-3.202, 2.125, -1.429)
H (-3.792, 5.452, -2.440)
H (-0.353, -6.024, 2.252)
C (-5.001, -8.787, -3.991)
H (0.679, -7.181, 5.523)
C (0.669, -5.213, 0.501)
C (2.958, 6.521, 2.862)
H (-0.836, 6.343, -1.032)
H (5.218, -1.111, -0.015)
O (-1.260, 8.685, 0.236)
C (-3.907, 3.299, -1.619)
H (2.106, -0.602, -0.404)
H (7.324, -0.817, -1.853)
H (3.278, -8.209, 5.794)
O (-4.989, -9.734, -4.709)
H (1.678, -5.599, 0.385)
H (0.986, -8.930, 5.434)
O (0.919, -7.960, 3.619)
O (2.200, 5.933, -0.399)
C (-2.419, 8.724, -0.016)
H (-3.520, -6.996, -2.410)
H (0.708, -4.245, 1.000)
C (-4.513, -7.416, -2.258)
H (-5.332, -5.729, -3.388)
B (-3.015, 4.657, -1.885)
C (1.439, 6.477, 2.863)
H (0.973, 7.301, 3.397)
C (2.121, -0.302, 0.642)
H (-4.890, 9.585, -1.737)
C (0.945, -0.858, 1.419)
C (-1.261, -5.337, -0.667)
O (-2.936, 9.185, -1.179)
O (3.275, 5.968, 1.582)
C (-1.122, 5.340, -0.690)
H (0.519, 3.589, -3.218)
H (1.122, 5.013, -2.331)
C (-5.555, -6.764, -3.146)
O (3.240, -0.946, 1.290)
O (2.063, -8.502, 1.756)
O (-2.527, 5.235, -0.580)
C (1.422, 3.158, -1.399)
O (3.507, -2.902, 2.367)
O (-4.532, -8.775, -2.725)
O (-3.403, 8.304, 0.810)
H (-0.014, -7.222, 0.988)
O (-1.794, 4.406, -2.680)
F (-4.734, 3.380, -0.525)
C (-0.275, -6.182, 1.181)
C (2.200, 6.139, 0.768)
C (-4.660, 8.668, 0.243)
H (2.991, -6.649, 4.991)
O (5.765, -0.157, -3.043)
C (2.741, -7.710, 4.993)
C (-0.822, 4.223, -1.669)
H (6.430, 0.598, -1.248)
H (-4.988, 9.611, 0.689)
H (-6.562, -6.834, -2.732)
C (1.244, -7.957, 5.014)
C (5.321, -1.271, -1.084)
H (0.052, -0.998, 0.817)
O (4.113, -0.894, -1.749)
I (3.561, 3.253, -1.927)
H (-4.405, 7.868, -1.769)
H (-4.756, -7.384, -1.200)
O (-5.493, -7.574, -4.327)
C (4.426, -0.354, -2.954)
H (2.215, 0.776, 0.697)
O (-1.525, -5.886, 0.541)
O (1.080, 2.406, -0.550)
O (3.643, -0.103, -3.804)
F (-4.750, 3.012, -2.668)
H (0.699, -0.260, 2.297)



(4)
# C26H34BaN7OP

C26H34BaN7OP as an isolated structure (ωB97M-V/def2-TZVPD, OMol25).

Output
Energy relative to the best compared isomer or geometry (same formula, charge and spin) ... 62.2 kJ/mol
Max |F| ... 0.0429 hartree/bohr
Net charge ... +2
E_HOMO ... -13.608 eV
E ... -1836.1540 a.u.
HOMO-LUMO gap ... 8.0 eV

Cartesian coordinates (Å):
H (-2.717, -1.817, 1.770)
N (0.629, 2.061, -5.029)
H (-4.324, -1.589, 1.553)
H (1.998, 3.855, 4.263)
C (-2.416, 0.634, 3.052)
C (1.011, -2.315, 3.551)
H (-0.933, -1.437, 3.811)
H (-1.652, 2.117, 4.406)
H (1.283, 5.853, 2.996)
H (2.096, 2.789, -3.723)
O (-0.321, -2.146, -0.923)
C (0.844, 4.889, 2.776)
H (2.895, -0.006, -5.877)
N (-3.437, -1.111, 1.654)
C (-4.640, 0.592, 4.731)
H (1.641, 0.478, 0.959)
Ba (-1.549, -0.288, -0.943)
C (-0.067, -0.607, -4.510)
C (-0.117, 4.777, 1.783)
C (1.248, 3.767, 3.488)
H (-5.431, -0.881, 3.393)
H (1.006, 1.657, 3.766)
H (-0.506, 1.056, -6.485)
C (-2.467, 1.441, 4.192)
C (-4.595, -0.230, 3.618)
H (0.846, -3.076, 4.304)
H (3.430, -1.146, 1.486)
C (1.437, 0.384, -2.930)
C (1.622, -4.967, 0.263)
H (2.524, -4.962, -0.353)
C (2.210, -0.261, -5.069)
C (0.001, -1.401, 3.262)
N (2.356, 0.723, -3.991)
H (2.690, 2.310, -5.319)
H (-1.090, -0.615, -4.895)
C (2.461, -1.231, 1.961)
H (1.530, 1.123, -2.127)
C (2.238, -2.228, 2.908)
H (2.470, -1.251, -4.689)
N (0.840, -0.282, -5.587)
H (1.191, 1.315, -6.901)
H (3.029, -2.925, 3.155)
H (-0.428, 5.656, 1.233)
C (-0.677, 3.540, 1.497)
C (0.270, -3.274, -0.930)
N (0.890, -3.714, 0.161)
H (1.922, -5.109, 1.297)
C (0.690, 2.530, 3.209)
P (-1.063, 0.809, 1.850)
C (-3.565, 1.415, 5.032)
C (0.511, 1.057, -6.090)
H (1.002, -3.039, 0.906)
H (-5.509, 0.580, 5.374)
H (-1.301, 1.729, -4.327)
C (1.454, -0.328, 1.663)
C (-3.484, -0.232, 2.782)
H (-0.284, -3.768, -2.819)
H (-1.438, 3.455, 0.729)
H (-3.583, 2.045, 5.911)
C (-0.282, 2.413, 2.213)
C (-0.273, 1.717, -3.954)
N (0.275, -4.039, -2.031)
H (0.987, -5.807, -0.019)
H (0.179, -1.600, -4.122)
H (-0.171, 2.458, -3.155)
H (0.686, -4.956, -2.043)
N (0.017, 0.367, -3.386)
H (1.686, -0.607, -2.538)
C (2.001, 2.047, -4.518)
C (0.223, -0.398, 2.324)



(5)
# C26H34BrN5O4

One molecule with the formula C26H34BrN5O4 (ωB97M-V/def2-TZVPD, OMol25).

Output
Energy relative to the best compared isomer or geometry (same formula, charge and spin) ... 13.5 kJ/mol
Structure (SMILES) ... C[C@H]1CCCCN1CCCNc1ccc([C@@H](CC(N)=O)NC(=O)Cc2ccc(Br)cc2)cc1[N+](=O)[O-]
Max |F| ... 0.0251 hartree/bohr
E_HOMO ... -8.159 eV
E ... -4159.8892 a.u.
HOMO-LUMO gap ... 7.6 eV

Cartesian coordinates (Å):
H (-4.289, -3.986, -1.341)
H (1.008, -2.762, -3.806)
O (3.336, 2.734, -0.214)
C (-0.984, 0.164, 1.302)
N (-1.965, -2.771, -2.070)
C (-2.896, -2.098, -2.960)
N (-3.319, 0.060, 0.829)
C (-1.989, -2.047, 0.937)
N (4.274, 1.499, 1.413)
H (-2.988, -0.254, -1.871)
C (0.258, -0.379, 1.511)
H (1.635, 5.983, -0.277)
H (0.621, 2.376, 1.868)
H (-0.541, -0.635, -1.248)
C (0.378, -1.776, 1.443)
H (-2.772, -2.427, -4.007)
H (0.568, 3.826, 3.788)
C (-3.395, -4.533, -1.040)
C (-3.102, -4.230, 0.433)
C (-2.736, -0.584, -2.878)
O (-3.310, 1.279, 0.886)
H (-1.078, -0.412, -4.242)
H (0.681, -0.717, -2.521)
H (-3.909, -4.652, 1.044)
N (1.188, 1.725, 2.387)
N (-3.053, -2.818, 0.693)
C (3.577, 5.764, 0.596)
H (0.019, -2.922, -1.556)
H (-1.148, 1.229, 1.343)
H (-3.912, -2.308, 0.494)
C (2.205, 0.711, 0.405)
C (3.681, 4.630, 2.691)
H (-1.169, 0.890, -3.058)
C (2.302, 4.452, 2.672)
C (1.642, 3.645, 3.758)
H (-2.447, -4.635, -2.964)
C (-0.696, -2.574, 1.167)
C (2.204, 5.607, 0.559)
C (1.487, 0.462, 1.747)
C (-2.228, -4.196, -1.975)
H (1.485, 1.069, -0.334)
C (-2.105, -0.632, 1.028)
Br (4.454, 6.664, -0.826)
C (-0.357, -0.947, -2.277)
C (1.927, 2.188, 3.418)
O (2.769, 1.520, 3.983)
H (-3.911, -2.362, -2.655)
H (-2.170, -4.710, 0.730)
O (-4.350, -0.575, 0.601)
H (-0.552, -3.641, 1.128)
H (2.081, 3.866, 4.730)
H (2.635, -0.223, 0.040)
C (-0.042, -3.023, -3.694)
H (-0.586, -2.618, -4.542)
C (-0.569, -2.462, -2.364)
H (1.344, -2.228, 1.614)
H (4.970, 2.214, 1.557)
C (-1.302, -0.185, -3.198)
H (5.395, 5.420, 1.673)
C (1.574, 4.947, 1.598)
H (-1.329, -4.684, -1.588)
C (4.324, 5.287, 1.659)
H (-3.432, -0.110, -3.572)
H (2.151, -0.069, 2.439)
C (3.308, 1.761, 0.506)
H (-3.608, -5.599, -1.134)
H (-0.128, -4.107, -3.717)
H (0.500, 4.827, 1.569)
H (4.130, 0.853, 2.172)
H (4.254, 4.240, 3.520)



(6)
# C26H34CaNO

C26H34CaNO as an isolated structure (ωB97M-V/def2-TZVPD, OMol25).

Output
Max |F| ... 0.0597 hartree/bohr
Net charge ... -1
E_HOMO ... -1.940 eV
E ... -1818.7917 a.u.
HOMO-LUMO gap ... 4.2 eV

Cartesian coordinates (Å):
H (-5.231, -0.261, 3.589)
H (-2.469, -2.425, 1.978)
H (0.798, 4.687, -1.639)
C (3.349, -2.448, -0.880)
H (1.783, 2.233, 0.957)
C (-0.969, 1.686, -1.988)
H (-2.428, -1.620, -2.316)
N (3.495, -0.088, -0.115)
C (3.704, -1.517, 0.245)
C (-2.304, 1.671, -1.485)
C (1.853, 2.251, -2.551)
C (-2.038, 0.778, 2.842)
C (2.396, -4.534, -1.661)
C (-0.873, -2.730, 0.436)
H (3.202, 2.375, -0.079)
H (1.897, -5.476, -1.440)
H (1.727, 1.180, -2.763)
H (-1.658, -0.232, 3.101)
C (3.306, -2.951, -3.247)
H (4.293, 0.518, 0.105)
H (-3.907, -1.382, -0.060)
H (1.241, 4.441, 0.069)
H (-3.227, 2.734, 4.476)
H (1.311, 2.826, -3.316)
H (4.768, -1.609, 0.519)
H (-3.178, 1.314, -2.036)
C (-3.658, 1.732, 4.554)
H (3.087, -1.754, 1.119)
C (-0.137, 2.309, -1.017)
C (-2.893, -1.779, -0.127)
C (-0.866, -2.464, -0.958)
H (-3.975, 1.641, 2.464)
H (-3.168, 1.206, 5.379)
H (-0.642, 3.327, 0.918)
C (1.335, 2.642, -1.160)
Ca (-1.022, -0.014, 0.293)
H (-3.672, -1.089, 3.866)
C (-3.479, 0.985, 3.222)
H (-0.080, -3.221, 0.999)
C (-2.131, -2.318, 0.950)
H (4.149, -1.129, -2.382)
H (-4.725, 1.829, 4.776)
H (2.417, -4.843, -3.806)
H (-4.265, -0.791, 2.210)
H (-0.648, 1.400, -2.994)
C (2.273, 0.458, -0.102)
C (-4.204, -0.374, 3.223)
H (-1.358, 1.616, 3.065)
H (-3.180, 2.533, 0.400)
C (-2.110, -1.891, -1.306)
C (1.480, 4.154, -0.964)
C (2.686, -4.176, -2.985)
O (1.235, -0.269, -0.083)
H (3.519, -2.643, -4.270)
C (-2.303, 2.322, -0.221)
H (2.509, 4.463, -1.184)
C (3.652, -2.088, -2.197)
H (2.919, 2.496, -2.635)
C (2.737, -3.680, -0.609)
H (2.531, -3.944, 0.436)
C (2.184, 1.955, -0.037)
H (-0.071, -2.740, -1.648)
C (-0.966, 2.719, 0.068)



Which formula does entry 4 have?
C26H34BaN7OP



Among the records above, which one has the lowest max |F|?
C26H34BF3IO24



Among the records above, which one has the lowest HOMO-LUMO gap?
C26H34CaNO